1.
{"formula": "C4H8N2O", "method": "ωB97M-V with the def2-TZVPD basis set", "symbols": ["O", "C", "N", "C", "C", "C", "N", "H", "H", "H", "H", "H", "H", "H", "H"], "positions_angstrom": [[-0.52755, 2.08193, -1.90152], [-0.41466, 1.13582, -1.15255], [0.72868, 1.22504, -0.18229], [1.08145, 0.14993, 0.50532], [-0.03877, -0.56507, 1.17088], [-1.25218, -0.63953, 0.16700], [-0.97870, -0.08470, -1.14711], [1.44532, 1.86108, -0.51671], [1.13531, -1.02747, -0.78965], [2.11121, 0.04749, 0.83791], [-0.32228, 0.03650, 2.04192], [0.28464, -1.54678, 1.52553], [-2.10803, -0.12569, 0.61588], [-1.53716, -1.68685, 0.02924], [0.39274, -0.86171, -1.20385]], "atomic_forces_ev_per_a": [[0.1, -0.3, 0.2], [0.0, -0.1, -0.1], [0.1, -0.1, 0.0], [-0.2, 0.1, 0.0], [0.1, 0.0, 0.0], [0.0, -0.1, 0.1], [0.1, 0.3, 0.0], [-0.1, -0.1, 0.0], [0.0, 0.0, 0.0], [-0.1, 0.0, -0.1], [0.0, -0.1, -0.1], [0.0, 0.1, -0.1], [0.1, -0.1, 0.0], [0.1, 0.1, 0.0], [0.0, 0.1, 0.1]], "total_charge": 0, "largest_force_ev_per_a": 0.3, "homo_ev": -8.597, "de_lowest_ev": 4.146, "e_tot_ev": -9302.2474, "multiplicity": 1, "orbital_gap_ev": 8.59}

---

2.
{"formula": "C8H11N2", "method": "ωB97M-V with the def2-TZVPD basis set", "symbols": ["C", "C", "C", "C", "C", "C", "C", "C", "N", "N", "H", "H", "H", "H", "H", "H", "H", "H", "H", "H", "H"], "positions_angstrom": [[-0.05574, -2.08582, 0.67392], [0.19391, -2.41196, -0.68067], [-0.50893, -0.94302, 1.07940], [0.91511, 0.98466, 1.15050], [1.06096, 1.26926, -0.40796], [-1.38978, 1.06619, 0.23048], [-0.52058, 0.45861, 1.33980], [-0.33619, 0.99676, -0.96204], [0.06483, -1.47690, -1.59211], [-0.51216, -0.36267, -1.45640], [-0.12765, -2.86827, 1.30654], [0.35838, -3.35880, -1.11242], [1.75066, 0.35027, 1.58691], [1.11972, 1.90009, 1.79937], [1.35011, 2.42342, -0.55702], [1.91821, 0.71692, -1.01830], [-2.31848, 0.45258, 0.09096], [-1.69733, 2.15603, 0.31926], [-0.96229, 0.81922, 2.29133], [-0.68125, 1.77568, -1.60091], [0.37848, -1.86227, -2.48064]], "atomic_forces_ev_per_a": [[-0.9, 1.3, -1.2], [0.1, 0.7, -0.5], [0.2, 1.3, -1.7], [2.6, 0.8, 0.5], [1.9, 1.8, 0.0], [-0.2, 1.4, -1.3], [0.0, 0.2, 1.1], [-0.8, -1.1, 1.0], [0.9, -0.6, 0.6], [-1.1, 1.1, 1.0], [0.3, -2.7, 2.4], [0.5, -1.2, 0.3], [-1.3, 0.1, -0.8], [-0.8, -0.7, -1.2], [-0.8, -2.6, 0.3], [-1.9, 0.8, 1.6], [1.0, 0.7, -0.3], [0.5, -1.2, 0.7], [0.2, -0.7, -0.2], [0.0, 0.1, -1.4], [-0.3, 0.6, -0.9]], "total_charge": 1, "largest_force_ev_per_a": 3.6, "homo_ev": [-12.988, -12.987], "de_lowest_ev": 6.636, "e_tot_ev": -11441.1928, "multiplicity": 1, "orbital_gap_ev": [7.30, 7.29]}

---

3.
{"formula": "C14H46N8O9", "method": "ωB97M-V with the def2-TZVPD basis set", "symbols": ["C", "O", "N", "N", "H", "H", "H", "H", "C", "O", "N", "N", "H", "H", "H", "H", "C", "O", "N", "N", "H", "H", "H", "H", "C", "O", "N", "N", "H", "H", "H", "H", "C", "C", "O", "H", "H", "H", "H", "H", "H", "C", "C", "O", "H", "H", "H", "H", "H", "H", "C", "C", "O", "H", "H", "H", "H", "H", "H", "C", "C", "O", "H", "H", "H", "H", "H", "H", "C", "C", "O", "H", "H", "H", "H", "H", "H"], "positions_angstrom": [[-13.28358, 14.62326, -10.71207], [-12.17764, 15.11707, -10.94615], [-14.45154, 15.22503, -11.17412], [-13.45027, 13.46775, -10.00594], [-14.38183, 15.88661, -11.94753], [-15.23712, 14.59015, -11.16835], [-12.57352, 13.00821, -9.80001], [-14.31255, 12.96629, -9.89029], [-12.60650, 10.23069, -9.27878], [-11.80187, 10.94698, -9.87047], [-13.96209, 10.37530, -9.40324], [-12.20414, 9.11754, -8.56899], [-14.33294, 11.09371, -9.99308], [-14.58396, 9.69288, -9.01622], [-11.22050, 8.98977, -8.41342], [-12.80491, 8.69416, -7.88517], [-15.20096, 17.12976, -14.25274], [-14.45779, 17.14335, -13.24999], [-16.52772, 16.79551, -14.13815], [-14.76718, 17.51823, -15.46630], [-16.90632, 16.53122, -13.25150], [-17.08317, 16.73020, -14.96903], [-13.80114, 17.89380, -15.51891], [-15.38969, 17.56924, -16.24931], [-11.20435, 18.46037, -14.21862], [-11.87909, 18.64138, -15.25609], [-9.93967, 19.00142, -14.14352], [-11.64158, 17.74892, -13.15665], [-9.43438, 19.00479, -13.27915], [-9.68739, 19.59419, -14.91000], [-12.58462, 17.33940, -13.21197], [-11.05921, 17.57041, -12.35414], [-18.19367, 17.34215, -8.78229], [-16.95322, 17.03285, -9.60314], [-16.18469, 16.06980, -8.93372], [-18.74592, 18.22268, -9.12943], [-17.83476, 17.65569, -7.79596], [-18.95732, 16.56637, -8.72459], [-16.40172, 17.97661, -9.70342], [-17.26922, 16.76633, -10.62653], [-15.41766, 15.85366, -9.49152], [-8.79177, 12.95655, -9.55211], [-8.37751, 11.81270, -10.42537], [-9.43891, 11.36678, -11.25855], [-8.06007, 13.08138, -8.74684], [-9.71197, 12.72509, -9.00212], [-8.98886, 13.86901, -10.10322], [-8.00117, 10.94640, -9.85968], [-7.51339, 12.07692, -11.04111], [-10.23855, 11.34574, -10.70815], [-8.60743, 16.58022, -11.47884], [-9.41506, 17.09407, -10.28905], [-10.70809, 17.49484, -10.68942], [-7.58514, 16.31876, -11.17911], [-8.48013, 17.38722, -12.20439], [-9.06233, 15.70285, -11.93364], [-8.89699, 17.94409, -9.84780], [-9.46379, 16.28917, -9.55180], [-11.24656, 16.68416, -10.77607], [-15.83135, 12.71062, -7.54810], [-16.78290, 12.22078, -8.62656], [-16.20545, 12.40984, -9.91656], [-15.02594, 11.99086, -7.39872], [-16.33104, 12.81170, -6.58326], [-15.43929, 13.70036, -7.77776], [-17.73481, 12.74194, -8.49316], [-16.98904, 11.15709, -8.45189], [-16.88873, 12.40403, -10.59254], [-11.62921, 14.14157, -14.74193], [-10.89803, 13.48724, -13.58391], [-10.71485, 12.10309, -13.91067], [-12.01316, 13.34984, -15.38772], [-11.01308, 14.84650, -15.29329], [-12.54845, 14.65616, -14.44137], [-11.41693, 13.52817, -12.62443], [-9.93372, 13.96914, -13.38722], [-10.37055, 11.68178, -13.11117]], "atomic_forces_ev_per_a": [[-0.4, 0.4, -0.8], [-0.4, -0.3, 0.5], [0.4, -0.9, 0.8], [1.2, 0.6, -0.1], [0.0, 0.1, 0.0], [-0.1, 0.2, -0.2], [-0.2, -0.2, 0.0], [-0.2, 0.5, -0.2], [0.1, -0.8, -0.7], [-0.5, 0.0, 0.6], [0.7, -0.1, 0.5], [-0.2, 0.4, 0.1], [-0.1, -0.1, -0.1], [-0.1, 0.0, -0.1], [0.1, 0.2, -0.1], [-0.1, 0.0, 0.0], [0.3, 0.5, 1.0], [-0.7, -0.3, -0.7], [0.5, 0.0, -0.6], [0.7, 0.0, 0.2], [0.1, 0.0, 0.1], [-0.3, -0.1, 0.1], [-0.5, -0.2, 0.0], [0.1, 0.1, -0.1], [-0.7, -0.1, -0.6], [0.2, -0.2, 0.7], [-0.5, -0.4, 0.0], [-0.4, 0.0, -1.2], [0.1, 0.2, 0.0], [0.1, 0.1, 0.1], [0.7, 0.5, 0.0], [0.0, 0.3, 0.0], [-0.1, 0.8, 0.4], [-0.8, 0.9, -0.3], [0.1, -0.5, -0.1], [0.3, 0.0, -0.4], [-0.3, -0.5, 0.1], [0.4, -0.4, 0.2], [0.1, -0.1, 0.0], [0.3, -0.4, 0.1], [-0.1, 0.2, 0.0], [-0.2, -0.2, 1.1], [0.3, -0.8, -0.4], [0.1, 0.3, -0.2], [0.2, 0.4, -0.3], [-0.1, -0.2, -0.2], [0.2, 0.2, -0.1], [-0.2, 0.2, 0.4], [-0.3, 0.2, -0.3], [0.1, -0.2, -0.1], [0.5, 0.4, 0.3], [0.5, -0.7, -0.4], [0.1, -0.2, 0.6], [-0.2, -0.1, 0.1], [-0.2, -0.2, -0.2], [-0.1, 0.1, -0.1], [-0.2, 0.1, 0.1], [-0.1, 0.1, 0.2], [-0.1, 0.0, 0.2], [0.1, -0.1, 0.1], [-0.3, -0.1, 1.0], [0.0, 0.1, -0.1], [0.2, 0.2, -0.1], [-0.2, -0.1, -0.1], [0.1, -0.1, -0.1], [0.1, 0.1, -0.5], [0.0, 0.0, -0.2], [0.0, -0.1, 0.1], [-0.8, 0.0, 0.2], [0.1, -0.5, 0.3], [0.1, 0.1, 0.1], [0.4, 0.0, -0.2], [0.0, -0.1, -0.1], [0.3, 0.2, 0.3], [-0.3, 0.3, -0.2], [0.1, 0.0, -0.2], [0.2, 0.0, -0.1]], "total_charge": 0, "largest_force_ev_per_a": 1.3, "homo_ev": -8.799, "de_lowest_ev": 0.000, "e_tot_ev": -45616.4211, "multiplicity": 1, "orbital_gap_ev": 8.75}

---

4.
{"formula": "C5H11N3O2", "method": "ωB97M-V with the def2-TZVPD basis set", "symbols": ["C", "C", "C", "C", "C", "N", "N", "N", "O", "O", "H", "H", "H", "H", "H", "H", "H", "H", "H", "H", "H"], "positions_angstrom": [[-2.71860, -2.51772, -0.08288], [0.97723, 0.63991, 0.96329], [1.39298, 1.67681, -0.10134], [-0.40629, -0.04870, 0.64287], [-0.21222, -1.06491, -0.47252], [-0.79858, -0.72015, 1.78166], [-0.67271, -0.58485, -1.67427], [2.00847, 0.98135, -1.25016], [-2.33728, -3.36907, 0.60170], [-3.30866, -1.79723, -0.78179], [1.67809, -0.11483, 1.06729], [0.94335, 1.08831, 1.89720], [0.60305, 2.19408, -0.52224], [1.99121, 2.45944, 0.37786], [-1.13880, 0.80235, 0.27541], [-0.05165, -1.21649, 2.24749], [-1.05996, 0.03659, 2.37220], [-0.56166, -1.20760, -2.52658], [-1.10359, 0.33530, -1.76297], [1.80810, 1.62955, -1.98691], [2.96752, 0.79786, -1.06531]], "atomic_forces_ev_per_a": [[-1.2, -0.3, -0.2], [-2.0, 1.6, -2.7], [1.8, -2.1, 1.2], [3.1, 0.6, -2.2], [-1.6, 2.7, -0.4], [-2.4, -0.6, 2.2], [0.6, -2.3, -2.7], [-1.3, 0.7, 0.9], [0.6, 0.0, 0.2], [0.5, 0.3, 0.2], [1.6, -1.6, -0.2], [-0.5, 1.2, 2.0], [-2.2, 0.9, -0.4], [0.4, -0.1, -0.1], [0.9, -1.9, 0.8], [0.2, -0.1, -0.2], [-0.5, 0.1, 1.4], [-0.4, 1.7, 1.5], [0.2, -0.8, 0.0], [1.0, -0.2, -1.0], [0.9, 0.1, -0.4]], "total_charge": 0, "largest_force_ev_per_a": 3.8, "homo_ev": [-5.786, -8.714], "de_lowest_ev": 0.128, "e_tot_ev": -13923.9451, "multiplicity": 3, "orbital_gap_ev": [6.71, 7.93]}